No. 1
Computed, not measured: a molecular structure, C23H28O15S at a distorted geometry, with wB97M-V/def2-TZVPD.

Output
Electronic energy: -65850.316 eV
Charge: 0
Energy above the lowest of the compared OMol25 structures with the same formula, charge and spin: 124.8 kJ/mol
Multiplicity: 1
LUMO level: -0.0537 hartree
HOMO-LUMO gap: 7.93 eV
F_max: 3.6 eV/A

Positions of all 67 atoms, in Å:
C  -5.014930  -0.877771  -3.756098
C  -4.403025  -0.351039  -5.070702
O  -3.429319  0.640034  -4.678087
C  -2.968114  1.375244  -5.733571
O  -2.674836  0.884847  -6.745092
C  -2.833044  2.880662  -5.457227
C  -2.476914  3.076511  -3.959392
C  -1.036767  2.607532  -3.612837
C  -0.935330  1.882934  -2.247365
C  -1.276324  2.877076  -1.103990
C  -2.055607  2.288502  0.089193
C  -3.590977  2.427702  -0.002345
O  -4.009963  3.579462  -0.733914
C  -1.442842  0.431119  -2.181939
O  -0.350458  -0.401416  -1.645126
S  0.910856  0.212744  -2.457033
O  0.719175  -0.045939  -3.840931
O  2.189082  -0.212619  -2.043296
O  0.545019  1.733261  -2.115144
H  -5.597245  -0.058910  -3.310021
H  -4.175136  -1.045629  -3.065684
H  -5.606446  -1.783835  -3.903864
H  -5.203830  0.082437  -5.683403
H  -3.860127  -1.139934  -5.605104
H  -2.070005  3.321548  -6.103712
H  -3.810357  3.326790  -5.688810
H  -3.244521  2.676109  -3.288341
H  -2.496714  4.167109  -3.796257
H  -0.410211  3.502669  -3.487661
H  -0.554554  2.028526  -4.412730
H  -1.748076  3.778713  -1.510489
H  -0.313044  3.222756  -0.704769
H  -1.819752  1.237807  0.302749
H  -1.745703  2.845372  0.985566
H  -3.960061  2.549133  1.033705
H  -4.088699  1.514104  -0.374271
H  -4.897552  3.388157  -1.060733
H  -2.282696  0.188381  -1.522769
H  -1.659561  -0.067665  -3.133627
C  4.015149  -4.835047  1.873671
C  4.033083  -5.133169  0.569386
C  3.489815  -4.188419  -0.460527
O  3.550274  -4.506041  -1.633446
C  2.910264  -2.932509  -0.001857
C  2.888855  -2.633753  1.303880
C  3.455595  -3.568720  2.329765
O  3.424169  -3.242528  3.503527
O  2.366486  -1.493471  1.758573
O  4.532898  -6.281315  0.111504
H  4.404794  -5.507603  2.625179
H  2.507641  -2.265884  -0.752247
H  2.479218  -1.506306  2.731519
H  4.426701  -6.246474  -0.859864
C  3.780843  -1.269445  7.968264
C  3.798442  -1.562268  6.660269
C  3.254479  -0.608059  5.637881
O  3.315095  -0.913426  4.461886
C  2.673617  0.645068  6.106355
C  2.654048  0.932295  7.412896
C  3.222822  -0.007174  8.433018
O  3.193507  0.315965  9.606492
O  2.130991  2.066480  7.881534
O  4.295689  -2.708984  6.202228
H  4.170865  -1.946067  8.715406
H  2.269525  1.316265  5.361399
H  2.244393  2.028892  8.851746
H  4.189346  -2.690788  5.226683

Forces on atoms 1 to 3 (eV/Å):
0.84 0.87 -0.23
0.06 -1.03 0.83
-1.02 0.74 -0.07

Here are the natural (NBO) charges for atoms 1 to 5, given in e:
1 C -0.622
2 C -0.068
3 O -0.568
4 C 0.812
5 O -0.548

=====

No. 2
Computed, not measured: a molecular structure, C23H29BrCuN3Si, with wB97M-V/def2-TZVPD.

Output
Electronic energy: -151354.242 eV
Charge: -1
Multiplicity: 2
LUMO level (spin up / spin down): 0.0869 / 0.0869 hartree
HOMO-LUMO gap (spin up / spin down): 5.44 / 5.12 eV
F_max: 0.7 eV/A

Positions of all 58 atoms, in Å:
Cu  -0.275413  -0.178947  -0.730921
C  5.025941  -0.579555  -1.279426
C  3.735520  -1.039787  -1.889640
C  3.682788  -1.969779  -2.922767
C  2.463493  -2.370030  -3.443106
C  1.320175  -1.812479  -2.897835
Br  -0.377489  -2.290811  -3.567941
N  1.342636  -0.935869  -1.912434
C  2.523713  -0.557474  -1.418014
H  5.882399  -1.033139  -1.777828
H  5.069979  -0.841725  -0.221467
H  5.126442  0.504044  -1.351215
H  4.600676  -2.387404  -3.319401
H  2.389607  -3.093083  -4.241228
H  2.475208  0.137465  -0.586062
C  -3.219948  0.774635  0.999498
C  -3.666618  1.515747  -0.222362
C  -4.864953  2.199015  -0.269071
C  -5.297205  2.890772  -1.400428
C  -4.469114  2.886267  -2.518178
C  -3.251941  2.231365  -2.529583
C  -2.350293  2.228378  -3.726811
C  -2.814502  1.521428  -1.371318
N  -1.653552  0.895037  -1.369716
H  -3.988089  0.802075  1.774926
H  -2.293625  1.181284  1.415357
H  -2.996957  -0.270716  0.763025
H  -5.490070  2.181796  0.620400
H  -6.244243  3.414398  -1.406671
H  -4.771772  3.416181  -3.418378
H  -2.772570  2.818946  -4.543019
H  -2.172517  1.211455  -4.092180
H  -1.364684  2.631849  -3.472730
C  2.202473  -2.672149  2.321537
Si  0.503646  -2.106092  1.685150
C  0.118120  -3.293479  0.268022
C  -0.789802  -2.473369  3.018399
N  0.463461  -0.494318  1.124031
C  0.729385  0.601197  1.897494
C  1.101723  0.536014  3.260051
C  1.381587  1.671934  3.999983
C  1.304251  2.938059  3.437448
C  0.928397  3.032980  2.100823
C  0.651564  1.905681  1.351465
H  2.175728  -3.728449  2.602592
H  2.558426  -2.104566  3.182166
H  2.943150  -2.557596  1.524974
H  0.173010  -4.324029  0.628103
H  0.831403  -3.193655  -0.552036
H  -0.882733  -3.128635  -0.137524
H  -0.681657  -3.494803  3.394314
H  -1.786968  -2.375161  2.584132
H  -0.735458  -1.792936  3.868404
H  1.170237  -0.427215  3.749667
H  1.660995  1.560314  5.042680
H  1.515704  3.824435  4.021791
H  0.837054  4.006255  1.631002
H  0.323268  2.008241  0.321846

Forces on atoms 1 to 3 (eV/Å):
-0.54 0.42 0.06
0.07 0.03 0.02
-0.04 -0.08 -0.09

Here are the natural (NBO) charges for atoms 1 to 5, given in e:
1 Cu 0.908
2 C -0.630
3 C -0.058
4 C -0.162
5 C -0.274

=====

No. 3
Computed, not measured: 2 unconnected molecules or ions with the total composition C23H29BrF7N2O6PS2 at a distorted geometry, with wB97M-V/def2-TZVPD.

Output
Electronic energy: -159610.171 eV
Charge: 0
Multiplicity: 1
LUMO level: 0.0060 hartree
HOMO-LUMO gap: 8.13 eV
F_max: 2.0 eV/A

Positions of all 71 atoms, in Å:
C  -0.255229  3.589938  5.437205
C  0.537238  2.688330  4.537860
C  1.672408  2.017554  5.006377
C  2.409430  1.190161  4.160837
C  2.041272  1.022227  2.825761
C  0.914670  1.683430  2.337625
C  0.508209  1.563027  0.880098
C  0.363629  0.121823  0.375188
C  0.635194  -0.030056  -1.145715
C  1.775861  0.874443  -1.661407
S  1.134374  2.471526  -2.182666
O  1.099328  2.519188  -3.617123
O  1.915943  3.494016  -1.538217
C  0.748120  -1.523756  -1.519857
C  1.923791  -1.926179  -2.401464
F  3.091457  -1.544657  -1.872853
F  1.760255  -1.365389  -3.616867
C  2.019471  -3.467483  -2.680603
F  3.245673  -3.654737  -3.210534
F  1.137960  -3.860978  -3.582500
C  1.951140  -4.370217  -1.418325
F  0.705235  -4.731503  -1.166616
F  2.659116  -5.467684  -1.625213
F  2.448346  -3.754514  -0.354357
O  -0.429055  -1.913117  -2.226332
S  -1.504240  -2.455444  -1.071119
O  -2.692655  -2.775473  -1.792838
O  -1.791136  -1.006201  -0.367030
C  -0.951320  -0.633951  0.802072
C  -0.697015  -1.842045  1.709417
C  -0.325827  -1.508651  3.178115
C  1.036591  -2.115576  3.553877
Br  0.894652  -3.926986  4.201507
P  -2.162200  0.460713  1.735732
N  -2.784178  1.361496  0.432329
O  -3.373647  -0.618052  2.031119
C  0.182656  2.507871  3.199161
H  0.204004  4.574788  5.481849
H  -0.287301  3.196543  6.447901
H  -1.257984  3.706348  5.040259
H  1.959920  2.160629  6.037980
H  3.289472  0.694576  4.544238
H  2.635732  0.394788  2.177698
H  1.322782  2.075654  0.374789
H  -0.361030  2.179375  0.672863
H  1.177005  -0.423700  0.861589
H  -0.279004  0.309149  -1.632608
H  2.273958  0.511865  -2.550608
H  2.509222  1.041387  -0.881452
H  -0.118016  2.547641  -1.651349
H  0.827123  -2.102185  -0.597609
H  0.055319  -2.527034  1.327028
H  -1.625801  -2.406839  1.727430
H  -0.240975  -0.449159  3.395692
H  -1.046036  -1.994067  3.826959
H  1.698341  -2.123629  2.694348
H  1.522674  -1.480912  4.284292
H  -3.431038  0.809663  -0.126678
H  -3.288420  2.143364  0.832020
H  -3.399820  -0.765566  2.981198
H  -0.684995  3.028685  2.821484
N  -1.696459  1.544460  -4.859816
C  -1.639621  0.429130  -5.647662
C  -2.829098  0.327267  -6.318573
C  -3.635176  1.428196  -5.919981
C  -2.907297  2.160294  -5.020165
H  -0.960271  1.859440  -4.254486
H  -0.761464  -0.193521  -5.663083
H  -3.092723  -0.448498  -7.017455
H  -4.632817  1.655540  -6.256258
H  -3.145720  3.063235  -4.484479

Forces on atoms 1 to 3 (eV/Å):
0.17 -0.05 -0.26
0.44 -0.38 -0.41
-0.26 -0.07 -0.39

Here are the Mulliken charges for atoms 1 to 5, given in e:
1 C -1.659
2 C 0.728
3 C -0.605
4 C -1.038
5 C -0.186

=====

No. 4
Computed, not measured: 5 unconnected molecules or ions with the total composition C23H29BrN6O, with wB97M-V/def2-TZVPD.

Output
Electronic energy: -105349.337 eV
Charge: 0
Multiplicity: 1
LUMO level: 0.0013 hartree
SMILES string: CCCO[C@](Br)(C#N)CC#N.c1cc[nH]c1.c1cc[nH]c1.c1cc[nH]c1.c1cc[nH]c1
HOMO-LUMO gap: 8.15 eV
F_max: 0.5 eV/A

Positions of all 60 atoms, in Å:
C  0.128315  -1.486122  1.418230
C  0.218288  -2.937566  0.944744
C  1.268032  -3.198568  -0.139982
O  2.315181  -4.137234  0.153648
C  3.262444  -3.912952  1.139793
Br  3.775736  -2.033676  1.335427
C  4.479525  -4.594212  0.689259
N  5.434149  -5.157265  0.388758
C  2.828003  -4.524468  2.515167
C  2.462118  -3.571840  3.548280
N  2.177936  -2.820762  4.369487
H  0.780188  -1.289968  2.268677
H  0.404257  -0.799647  0.617194
H  -0.890081  -1.240102  1.711595
H  -0.746990  -3.230071  0.529277
H  0.380737  -3.597421  1.795953
H  1.719901  -2.264114  -0.474387
H  0.797365  -3.653933  -1.005809
H  3.618458  -5.177444  2.881696
H  1.958415  -5.145802  2.309035
N  2.370105  1.212108  3.566601
C  3.020943  2.039017  2.693607
C  2.232634  3.140973  2.490938
C  1.061852  2.972497  3.279778
C  1.176195  1.771324  3.928682
H  2.711203  0.324872  3.892682
H  3.986247  1.777760  2.294407
H  2.468713  3.976675  1.853790
H  0.230137  3.653036  3.355269
H  0.512454  1.270463  4.612673
N  -3.106520  1.405990  -0.915480
C  -3.761959  1.979022  0.140343
C  -2.838966  2.225191  1.122113
C  -1.576931  1.780651  0.640313
C  -1.774833  1.285056  -0.618895
H  -3.536319  1.113571  -1.773532
H  -4.821876  2.163310  0.103825
H  -3.043981  2.672857  2.080322
H  -0.634043  1.826728  1.159204
H  -1.088021  0.850388  -1.325431
N  -0.238488  3.993456  -3.131987
C  0.251939  5.160525  -3.650822
C  -0.752539  6.090015  -3.609255
C  -1.891802  5.456800  -3.040361
C  -1.542667  4.163228  -2.757103
H  0.284558  3.144785  -3.023481
H  1.268186  5.233060  -3.997876
H  -0.678181  7.111233  -3.943467
H  -2.854954  5.902109  -2.855418
H  -2.100201  3.355414  -2.315980
N  -1.527027  -3.430426  -2.625722
C  -1.045933  -2.269797  -3.167742
C  -2.053104  -1.343271  -3.125094
C  -3.183408  -1.968907  -2.530628
C  -2.826999  -3.256947  -2.235689
H  -1.010346  -4.286216  -2.540255
H  -0.038149  -2.202988  -3.540569
H  -1.986714  -0.331662  -3.492024
H  -4.148840  -1.529353  -2.343018
H  -3.385864  -4.058685  -1.784887

Forces on atoms 1 to 3 (eV/Å):
0.06 -0.01 0.01
-0.09 -0.01 0.00
-0.04 0.15 -0.02

Here are the natural (NBO) charges for atoms 1 to 5, given in e:
1 C -0.611
2 C -0.450
3 C -0.064
4 O -0.519
5 C 0.168